1.
Entry from the Open Molecules 2025 dataset: a 5-piece molecular cluster, C17H29ClO22S5 overall (wB97M-V/def2-TZVPD).

Last column: Löwdin charge in e.
Geometry (Å):
C -2.7467 2.1988 -1.0837  0.11
C -1.7330 1.6574 -1.9311  0.03
C -0.2726 1.2914 -2.6596  -0.20
O -0.2423 0.1647 -3.3778  -0.01
O 0.9488 2.1171 -2.4972  -0.21
C 0.6257 3.5450 -2.3509  -0.15
C 0.4210 4.0305 -0.7847  -0.20
C 1.8388 4.2906 0.0215  -0.61
C 1.6511 5.7307 0.8244  -0.17
Cl 1.9811 2.9713 1.3677  0.54
H -3.3832 2.7594 -0.2437  0.10
H -0.3637 3.8753 -2.9282  0.15
H 1.5089 4.1586 -2.8665  0.16
H -0.2812 4.9910 -0.7010  0.13
H -0.1222 3.1508 -0.2112  0.09
H 2.7650 4.2888 -0.6942  0.12
H 2.5001 5.7962 1.6276  0.08
H 0.6161 5.6501 1.4022  0.09
H 1.6537 6.6614 0.1115  0.09
C 0.8366 1.2893 3.9588  -0.21
C 1.2384 -0.1263 4.3643  -0.17
O 0.8407 -0.2510 5.7277  -0.29
S -0.4951 0.6518 5.9747  0.69
O -1.6488 -0.2156 5.8857  -0.23
O -0.2536 1.5276 7.0976  -0.23
O -0.4127 1.5304 4.6039  -0.20
H 1.5583 2.0249 4.3282  0.12
H 0.7330 1.3947 2.8755  0.06
H 2.3117 -0.3012 4.2581  0.14
H 0.6888 -0.8739 3.7825  0.14
C 1.4407 -5.3715 6.8603  -0.18
C 1.8701 -4.8260 8.2196  -0.18
O 1.8094 -3.4076 8.0887  -0.19
S 0.6113 -3.0221 7.0511  0.72
O -0.5642 -2.6868 7.8237  -0.21
O 1.1533 -2.1587 6.0278  -0.23
O 0.3956 -4.5080 6.4159  -0.19
H 2.2600 -5.3152 6.1363  0.13
H 1.0824 -6.4024 6.9236  0.14
H 2.8776 -5.1449 8.4970  0.14
H 1.1658 -5.1232 9.0038  0.13
C 4.1050 -1.0929 -4.4624  -0.17
C 4.5344 -0.5475 -3.1030  -0.17
O 4.4737 0.8710 -3.2340  -0.19
S 3.2757 1.2565 -4.2715  0.75
O 2.1001 1.5917 -3.4990  -0.27
O 3.8177 2.1199 -5.2948  -0.23
O 3.0599 -0.2294 -4.9067  -0.21
H 4.9243 -1.0366 -5.1863  0.13
H 3.7467 -2.1239 -4.3990  0.14
H 5.5419 -0.8663 -2.8256  0.14
H 3.8301 -0.8446 -2.3188  0.13
C -5.8989 -1.2569 -0.5462  -0.17
C -5.4695 -0.7114 0.8132  -0.17
O -5.5302 0.7070 0.6822  -0.22
S -6.7282 1.0925 -0.3554  0.67
O -7.9037 1.4277 0.4172  -0.23
O -6.1862 1.9559 -1.3787  -0.25
O -6.9439 -0.3934 -0.9906  -0.19
H -5.0796 -1.2006 -1.2701  0.13
H -6.2572 -2.2879 -0.4828  0.14
H -4.4619 -1.0303 1.0905  0.14
H -6.1738 -1.0086 1.5974  0.13
C 0.3238 -1.6266 -5.9119  -0.18
C -0.9233 -1.2534 -6.7088  -0.17
O -0.9937 -2.2116 -7.7622  -0.20
S -0.3810 -3.6274 -7.2325  0.68
O -1.4819 -4.4682 -6.8173  -0.24
O 0.6344 -4.0626 -8.1630  -0.24
O 0.3526 -3.0528 -5.8947  -0.20
H 1.2314 -1.2737 -6.4122  0.12
H 0.2951 -1.2335 -4.8922  0.10
H -0.8717 -0.2395 -7.1126  0.14
H -1.8266 -1.3561 -6.0981  0.13

Results
HOMO energy in eV: -9.573
Multiplicity: 1
Orbital gap in hartree: 0.3193
LUMO in hartree: -0.033
Energy above the lowest of the compared OMol25 structures with the same formula, charge and spin in kcal/mol: 83.4

2.
Entry from the Open Molecules 2025 dataset: a 6-piece molecular cluster, C33H71BrF3I2O10PS2 overall (wB97M-V/def2-TZVPD).

Last column: Löwdin charge in e.
Geometry (Å):
C 2.0167 -1.8654 1.1537  -0.08
C 0.5273 -1.5508 0.9192  -0.25
C 0.1101 -0.3027 1.6985  -0.30
C 0.1491 -0.6244 3.2195  -0.04
C -1.1538 0.5219 1.2831  -0.16
C -0.8371 1.6322 0.1814  -0.36
C -0.1798 1.1896 -1.1967  -0.52
Br 1.6943 0.6118 -1.2205  0.94
C -1.0656 0.2176 -2.0325  -0.27
C -0.4089 -0.9451 -2.7622  -0.14
C 0.0032 2.8645 0.7554  -0.68
I -1.0736 4.0758 2.1857  1.09
C 1.4412 2.7138 1.2667  -0.85
C 1.6659 2.5054 2.7662  -0.23
I 2.5394 4.4941 0.6775  0.85
C -2.1336 2.3242 -0.3768  -0.22
S -3.7194 1.8871 0.2225  0.59
O -4.6562 2.0470 -0.8311  -0.22
O -3.9836 2.4458 1.5100  -0.30
O -3.5314 0.3234 0.3791  -0.30
C -2.5332 -0.2540 1.2373  -0.46
P -3.2858 -0.5752 3.0083  1.04
C -5.0788 -0.5959 2.6695  -0.25
C -3.1511 0.9799 3.9831  -0.43
C -2.9783 0.6301 5.4690  -0.16
S -2.6458 -1.9915 0.4841  0.79
O -4.0418 -2.1686 0.1994  -0.28
O -1.7111 -2.2271 -0.5711  -0.28
C -2.3415 -3.3850 1.7692  -0.71
F -3.4932 -3.7589 2.2728  0.15
F -1.4935 -3.1321 2.7456  0.12
F -1.8548 -4.3751 1.0433  0.16
H 2.1586 -2.5872 1.9624  0.08
H 2.5844 -0.9676 1.4125  0.06
H 2.4653 -2.2840 0.2503  0.07
H 0.3534 -1.4413 -0.1478  0.04
H -0.0377 -2.4305 1.2301  0.08
H 0.9326 0.3904 1.5258  0.07
H 0.2302 -1.6965 3.3975  0.07
H 1.0270 -0.1714 3.6852  0.08
H -0.7190 -0.2515 3.7614  0.04
H -1.3036 1.1449 2.1671  0.06
H -0.1139 2.1237 -1.7554  0.09
H -1.5363 0.8275 -2.8109  0.12
H -1.8991 -0.1347 -1.4288  0.07
H -1.1947 -1.4825 -3.2995  0.08
H 0.3097 -0.5853 -3.5015  0.06
H 0.0907 -1.6551 -2.1057  0.05
H 0.0365 3.5468 -0.0934  0.02
H 1.9795 1.9661 0.7028  -0.05
H 2.5664 1.9037 2.9025  0.07
H 0.8239 1.9809 3.2178  0.04
H 1.8230 3.4420 3.2984  0.04
H -2.2687 2.1468 -1.4415  0.10
H -2.0853 3.4088 -0.2652  0.07
H -5.5338 -0.5226 3.6638  0.05
H -5.4304 0.2413 2.0690  0.04
H -5.3764 -1.5440 2.2289  0.03
H -2.3545 1.6455 3.6619  0.02
H -4.0723 1.5487 3.8448  0.07
H -2.8616 1.5497 6.0471  0.07
H -2.1014 0.0024 5.6398  0.06
H -3.8539 0.1030 5.8561  0.07
C -6.4931 -1.0677 -2.9274  -0.05
C -5.1539 -0.9541 -3.6388  -0.49
C -4.8067 -2.2236 -4.4017  -0.06
O -4.1270 -0.6276 -2.7094  -0.06
H -6.4583 -1.8802 -2.1961  0.08
H -6.7165 -0.1439 -2.3938  0.08
H -7.3011 -1.2731 -3.6316  0.08
H -5.1824 -0.1108 -4.3324  0.14
H -4.7320 -3.0665 -3.7088  0.08
H -3.8461 -2.1158 -4.9065  0.07
H -5.5679 -2.4600 -5.1467  0.08
H -4.0654 -1.3493 -2.0690  0.06
C 3.8506 -2.3768 -4.4760  -0.04
C 4.5311 -1.3640 -3.5743  -0.49
C 6.0460 -1.4839 -3.6375  -0.05
O 4.0692 -1.5421 -2.2369  -0.11
H 4.1260 -3.3751 -4.1299  0.05
H 2.7662 -2.2849 -4.4123  0.08
H 4.1484 -2.2770 -5.5212  0.08
H 4.2356 -0.3497 -3.8514  0.14
H 6.3518 -2.4840 -3.3166  0.08
H 6.5157 -0.7560 -2.9750  0.07
H 6.4149 -1.3209 -4.6514  0.08
H 4.2927 -2.4479 -1.9806  0.07
C 5.2691 -0.1503 0.1254  -0.06
C 5.5721 1.1660 0.8222  -0.49
C 7.0538 1.3277 1.1168  -0.06
O 4.8072 1.2996 2.0258  -0.07
H 5.5588 -0.9906 0.7653  0.09
H 4.2057 -0.2399 -0.0921  0.02
H 5.8141 -0.2351 -0.8152  0.06
H 5.2338 1.9925 0.1936  0.13
H 7.3946 0.5302 1.7839  0.08
H 7.2449 2.2829 1.6058  0.08
H 7.6445 1.2796 0.2012  0.08
H 5.0701 0.5953 2.6303  0.09
C -5.3733 8.3825 2.4725  -0.06
C -3.9906 7.9056 2.8872  -0.50
C -3.0975 7.6338 1.6889  -0.07
O -4.0820 6.7393 3.7073  -0.06
H -5.8686 7.6174 1.8679  0.08
H -5.9913 8.5725 3.3499  0.08
H -5.3151 9.2975 1.8815  0.08
H -3.5251 8.6582 3.5264  0.14
H -3.5333 6.8398 1.0749  0.08
H -2.1172 7.2973 2.0247  0.05
H -2.9702 8.5183 1.0633  0.08
H -4.4873 6.0402 3.1799  0.08
C 3.8116 -7.0925 -2.8219  -0.06
C 4.8243 -5.9697 -2.9702  -0.50
C 6.2455 -6.4434 -2.7152  -0.06
O 4.4939 -4.8800 -2.1043  -0.07
H 3.8371 -7.4904 -1.8034  0.08
H 2.8038 -6.7270 -3.0168  0.08
H 4.0265 -7.9098 -3.5110  0.08
H 4.7572 -5.5524 -3.9768  0.13
H 6.3381 -6.8237 -1.6939  0.08
H 6.9515 -5.6216 -2.8352  0.08
H 6.5229 -7.2439 -3.4017  0.08
H 4.5385 -5.2013 -1.1960  0.09

Results
HOMO energy in eV: -8.948
Structure (SMILES): CC[C@H](C)[C@H]1[C@]([C@@H](Br)CC)([C@@H](I)[C@H](C)I)CS(=O)(=O)O[C@@]1(P(C)CC)S(=O)(=O)C(F)(F)F.CC(C)O.CC(C)O.CC(C)O.CC(C)O.CC(C)O
Multiplicity: 1
Orbital gap in hartree: 0.3440
LUMO in hartree: 0.015

3.
Entry from the Open Molecules 2025 dataset: C25H21N9O7OsS as an isolated structure (wB97M-V/def2-TZVPD).

Last column: Löwdin charge in e.
Geometry (Å):
Os -0.2197 -0.5406 0.1986  1.45
C 3.0473 2.9100 2.9595  -0.02
C 2.3825 2.9430 1.7356  -0.04
C 1.3685 2.0516 1.4747  -0.01
C 0.9606 1.1194 2.4528  -0.31
C 1.6624 1.0772 3.6789  0.00
C 2.6939 1.9591 3.9123  -0.04
N -0.0074 0.2190 2.1243  -0.04
C -0.8055 -0.4227 3.0050  -0.20
C -1.2131 0.0479 4.2705  0.02
C -2.1683 -0.6471 4.9768  -0.01
C -2.7198 -1.8398 4.4877  -0.01
C -2.3146 -2.3592 3.2779  0.04
C -1.3733 -1.6523 2.5247  -0.18
N -0.9318 -2.0036 1.2804  -0.15
N -1.2931 -3.0916 0.7188  0.15
C -1.0036 -3.1853 -0.5940  -0.30
C -1.3091 -4.3426 -1.3232  0.05
C -1.0109 -4.3751 -2.6691  0.00
C -0.4098 -3.2645 -3.2639  0.00
C -0.1561 -2.1409 -2.4955  -0.09
N -0.4420 -2.0909 -1.1940  -0.06
H 3.8362 3.6167 3.1652  0.12
H 2.6524 3.6771 0.9936  0.12
H 0.8424 2.0817 0.5276  0.09
H 1.4279 0.3071 4.3981  0.12
H 3.2362 1.9103 4.8448  0.12
H -0.8329 0.9868 4.6420  0.13
H -2.5195 -0.2575 5.9207  0.13
H -3.4888 -2.3376 5.0553  0.13
H -2.7287 -3.2718 2.8788  0.13
H -1.7571 -5.1683 -0.7993  0.13
H -1.2321 -5.2496 -3.2596  0.13
H -0.1367 -3.2798 -4.3074  0.13
H 0.3099 -1.2616 -2.9255  0.13
C 4.8654 -2.2208 -2.1440  -0.04
N 3.8007 -2.1967 -1.1607  -0.02
C 3.7078 -1.3179 -0.1785  -0.81
N 4.6328 -0.3895 0.0240  0.16
S 2.3858 -1.3661 0.9206  0.71
H 4.6372 -2.9744 -2.8930  0.10
H 5.8271 -2.4668 -1.6887  0.10
H 4.9425 -1.2496 -2.6351  0.10
H 3.1180 -2.9390 -1.1923  0.13
H 5.4919 -0.3564 -0.5027  0.12
H 4.5411 0.2244 0.8176  0.11
O -3.8527 5.0915 -4.2330  0.13
N -4.2946 4.2280 -3.5248  -0.36
O -5.4413 4.0298 -3.2293  0.12
C -3.3024 3.3148 -2.9365  -0.10
C -3.7079 2.2503 -2.1498  0.11
C -2.7618 1.4688 -1.5064  -0.06
C -1.3535 1.6730 -1.6856  -0.23
O -0.4432 0.9846 -1.1081  -0.25
C -1.0065 2.7240 -2.5907  -0.04
C -1.9521 3.5479 -3.1677  0.12
N 0.4029 2.9532 -2.8575  -0.35
O 0.6978 4.0025 -3.3596  0.13
O 1.1765 2.0698 -2.5435  0.08
N -3.2341 0.4126 -0.6764  -0.30
O -2.5417 0.0952 0.3103  -0.02
O -4.2694 -0.1368 -0.9522  0.18
H -4.7647 2.0504 -2.0214  0.15
H -1.6479 4.3686 -3.8076  0.15

Results
HOMO energy (alpha / beta) in eV: -13.850 / -13.857
Multiplicity: 1
Orbital gap (alpha / beta) in hartree: 0.1901 / 0.1901
LUMO (alpha / beta) in hartree: -0.319 / -0.319
Energy above the lowest of the compared OMol25 structures with the same formula, charge and spin in kcal/mol: 52.7
Net charge: +2